1.
Density functional theory data (ωB97M-V/def2-TZVPD) for a 2-piece molecular cluster, C27H30NO overall at a distorted geometry.

The geometry in XYZ format:
```
59
Properties=species:S:1:pos:R:3:nbo_charge:R:1
C 1.8226 1.0360 3.4582 -0.28
O 0.4570 1.3885 3.4605 -0.41
C -0.3818 0.3251 3.4460 0.44
C -1.7729 0.5011 3.4464 -0.17
C -2.6880 -0.5762 3.4396 -0.08
C -4.0418 -0.3351 3.4466 -0.24
C -4.5468 0.9663 3.4590 0.15
C -6.0155 1.2086 3.4689 -0.66
C -3.6475 2.0329 3.4648 -0.22
C -2.2936 1.8100 3.4591 -0.09
H 2.4014 1.9571 3.4857 0.23
H 2.0688 0.4448 4.3408 0.20
H 2.0756 0.4938 2.5471 0.22
H 0.0269 -0.6738 3.4384 0.21
H -2.3133 -1.5850 3.4324 0.23
H -4.7381 -1.1562 3.4447 0.24
H -6.2399 2.2771 3.4691 0.24
H -6.4858 0.7653 2.5898 0.25
H -6.4733 0.7676 4.3557 0.25
H -4.0241 3.0409 3.4750 0.24
H -1.5964 2.6298 3.4657 0.24
C -2.3974 -3.2623 -1.0480 -0.24
C -1.1825 -3.6701 -1.5670 -0.21
C -0.3646 -2.7694 -2.2159 -0.16
C -0.7448 -1.4267 -2.3611 -0.05
C 0.1371 -0.4056 -2.9409 -0.33
C 1.4109 -0.1242 -2.5197 0.21
N 2.0986 1.0049 -2.9894 -0.42
C 1.4447 2.1591 -3.6545 -0.21
C 2.5369 3.2120 -3.9289 -0.41
C 3.7888 2.7533 -3.1412 -0.41
C 3.3766 1.4702 -2.3969 -0.21
C 2.0394 -0.9411 -1.4614 -0.08
C 1.4814 -1.0298 -0.1853 -0.21
C 2.0685 -1.8155 0.7835 -0.22
C 3.2363 -2.5007 0.5072 -0.21
C 3.8109 -2.4064 -0.7461 -0.22
C 3.2135 -1.6417 -1.7242 -0.14
C -2.0005 -1.0501 -1.8630 -0.21
C -2.8071 -1.9524 -1.2062 -0.22
H -3.0198 -3.9612 -0.5105 0.21
H -0.8758 -4.6980 -1.4579 0.21
H 0.5683 -3.0962 -2.6424 0.21
H -0.2876 0.2387 -3.6896 0.21
H 0.9398 1.8319 -4.5670 0.21
H 0.6748 2.5418 -2.9785 0.18
H 2.7537 3.2819 -5.0017 0.22
H 2.2149 4.2169 -3.6288 0.22
H 4.6281 2.5574 -3.8194 0.22
H 4.1456 3.5278 -2.4508 0.22
H 3.2092 1.6527 -1.3319 0.17
H 4.1319 0.6832 -2.4682 0.21
H 0.5818 -0.4807 0.0357 0.21
H 1.6061 -1.9120 1.7531 0.19
H 3.6964 -3.1135 1.2670 0.22
H 4.7200 -2.9435 -0.9640 0.22
H 3.6353 -1.5918 -2.7134 0.22
H -2.3100 -0.0244 -1.9667 0.21
H -3.7531 -1.6331 -0.7994 0.20
```

- net charge = +1

***

2.
Density functional theory data (ωB97M-V/def2-TZVPD) for a 11-piece molecular cluster, C30H67F13N21O11 overall at a distorted geometry.

The geometry in XYZ format:
```
142
Properties=species:S:1:pos:R:3:mulliken_charge:R:1
C 3.8432 2.9086 2.5235 -0.66
C 3.6490 1.6802 1.8822 0.22
C 4.3963 0.3135 2.2987 -0.85
C 3.9370 -0.7744 1.2280 0.98
C 2.3550 -1.0358 1.4285 -0.45
C 2.3379 -2.6399 1.1616 -0.87
C 0.9499 -3.3546 0.8389 -0.55
C -0.2887 -2.5580 1.4383 -0.76
C -1.7100 -3.1267 0.9470 0.70
F -2.6781 -2.4620 1.7146 -0.12
F -1.7748 -4.5067 1.2914 -0.35
C -1.9022 -3.0361 -0.6340 0.62
F -1.3465 -4.2452 -1.1430 -0.35
F -1.0613 -2.0260 -1.1195 -0.26
C -3.4032 -2.9923 -1.1517 0.31
F -3.4353 -3.8066 -2.3178 -0.32
F -4.2498 -3.6836 -0.2546 -0.22
C -3.9642 -1.5906 -1.6250 0.61
F -5.2320 -1.8431 -2.2035 -0.29
F -3.2004 -1.1071 -2.7171 -0.28
C -4.0123 -0.4204 -0.5675 0.47
F -4.2718 0.7627 -1.3154 -0.30
F -2.7911 -0.1537 0.0832 -0.06
C -5.1348 -0.4754 0.5565 0.56
F -6.0002 -1.5471 0.5155 -0.24
F -5.9438 0.6786 0.4447 -0.28
F -4.6160 -0.4130 1.8673 -0.23
N 3.5793 -3.0114 0.4369 0.29
C 3.8133 -2.6693 -1.0098 -1.13
C 2.6019 -2.0552 -1.8283 0.59
C 3.2094 -1.0070 -2.9165 -0.35
C 2.4731 -1.0734 -4.3372 -0.56
O 3.4329 -0.6912 -5.3376 -0.36
C 4.3405 -1.7789 -5.6375 0.02
C 4.6506 -2.1999 1.1659 -1.51
H 4.1760 3.0543 3.5932 0.19
H 3.5955 3.8414 1.9322 0.29
H 2.9425 1.6528 0.9975 0.06
H 3.9149 0.0062 3.2968 0.34
H 5.5164 0.4442 2.3956 0.37
H 3.9736 -0.1972 0.2345 0.05
H 1.7764 -0.4197 0.6543 0.18
H 1.9016 -0.8370 2.4493 0.39
H 2.5593 -3.0108 2.2285 0.57
H 0.9821 -4.3866 1.3373 0.32
H 0.8960 -3.5478 -0.2773 0.37
H -0.2389 -2.6090 2.5836 0.62
H -0.2893 -1.4437 1.1939 -0.06
H 3.9097 -3.9826 0.5987 0.49
H 4.7315 -1.9964 -1.1341 0.46
H 4.1107 -3.6459 -1.5374 0.30
H 1.8369 -1.4666 -1.2442 -0.42
H 2.1493 -2.9005 -2.4571 0.50
H 4.3366 -1.0668 -3.0085 0.14
H 2.9858 0.0402 -2.4972 0.21
H 2.0385 -2.1096 -4.5056 0.37
H 1.6506 -0.2777 -4.3709 0.26
H 4.8533 -2.2237 -4.7239 0.16
H 3.7345 -2.5917 -6.1482 0.32
H 5.1567 -1.3406 -6.2959 -0.39
H 4.7544 -2.4947 2.2740 0.37
H 5.7197 -2.2941 0.8109 0.39
C 7.5296 4.0328 1.6821 0.72
O 7.0286 3.2372 2.4597 -0.60
N 7.3977 3.9207 0.3344 -0.38
N 8.2622 5.0996 2.0960 -0.45
H 7.8008 4.5633 -0.3223 0.16
H 6.8603 3.1431 -0.0101 0.19
H 8.3820 5.2161 3.0882 0.22
H 8.6824 5.7649 1.4735 0.16
C 3.6429 6.7785 3.2162 0.64
O 3.3169 5.6894 2.7662 -0.63
N 4.6848 7.4929 2.7191 -0.39
N 2.9916 7.3668 4.2514 -0.41
H 4.9687 8.3876 3.0734 0.16
H 5.1926 7.0886 1.9505 0.21
H 2.2131 6.8669 4.6465 0.22
H 3.2427 8.2590 4.6354 0.16
C 5.6539 -2.5519 -9.1862 0.71
O 4.6232 -2.5205 -8.5319 -0.62
N 6.0850 -1.4949 -9.9228 -0.42
N 6.4581 -3.6454 -9.2343 -0.41
H 6.9277 -1.4994 -10.4675 0.16
H 5.5146 -0.6657 -9.9126 0.22
H 6.1714 -4.4490 -8.7013 0.21
H 7.3081 -3.6916 -9.7655 0.16
C -5.7429 4.2637 -2.5788 0.56
O -6.0460 4.8644 -3.5996 -0.66
N -5.5079 2.9265 -2.5592 -0.22
N -5.6159 4.8821 -1.3767 -0.35
H -5.2584 2.4147 -1.7327 0.16
H -5.5927 2.4332 -3.4325 0.20
H -5.7825 5.8744 -1.3517 0.22
H -5.3683 4.4085 -0.5276 0.14
C -10.1958 4.3061 -4.3282 0.51
O -10.9490 4.4821 -5.2740 -0.65
N -8.8478 4.4093 -4.4354 -0.25
N -10.6454 3.9908 -3.0838 -0.34
H -8.2124 4.2695 -3.6720 0.19
H -8.4765 4.6418 -5.3407 0.17
H -11.6404 3.9052 -2.9640 0.21
H -10.0454 3.8423 -2.2940 0.16
C -0.3790 1.5869 3.0813 0.59
O 0.7492 1.6431 2.6077 -0.59
N -0.6475 1.9081 4.3710 -0.34
N -1.4612 1.1984 2.3555 -0.07
H -1.5654 1.8696 4.7780 0.13
H 0.1279 2.2017 4.9412 0.22
H -1.3036 0.9534 1.3931 0.05
H -2.3941 1.1466 2.7254 0.06
C -5.6387 -2.9087 5.5867 0.66
O -6.1261 -3.6807 6.4009 -0.72
N -5.8489 -3.0251 4.2515 -0.27
N -4.8439 -1.8685 5.9456 -0.27
H -5.4585 -2.4017 3.5690 0.16
H -6.4321 -3.7877 3.9397 0.16
H -4.6634 -1.7479 6.9280 0.21
H -4.4337 -1.2254 5.2931 0.08
C 7.4873 0.1894 -4.6250 0.61
O 6.3713 -0.1499 -4.2585 -0.54
N 7.9209 0.0207 -5.8999 -0.31
N 8.3899 0.7645 -3.7884 -0.43
H 8.8319 0.2921 -6.2208 0.17
H 7.2802 -0.4023 -6.5506 0.16
H 8.1051 0.9064 -2.8345 0.20
H 9.3100 1.0499 -4.0693 0.15
C -5.3831 2.2738 5.6794 0.72
O -4.2850 2.2726 5.1342 -0.65
N -5.5540 2.6149 6.9806 -0.42
N -6.5236 1.9329 5.0284 -0.38
H -6.4439 2.6215 7.4445 0.16
H -4.7317 2.8745 7.4988 0.22
H -6.4391 1.6734 4.0602 0.20
H -7.4313 1.9269 5.4564 0.16
C -6.5395 -7.1327 4.0842 0.66
O -7.3314 -6.5044 3.3940 -0.66
N -5.9726 -6.6120 5.1993 -0.31
N -6.1614 -8.4043 3.7904 -0.39
H -5.3208 -7.1068 5.7793 0.16
H -6.2310 -5.6680 5.4481 0.15
H -6.5625 -8.8238 2.9686 0.23
H -5.5145 -8.9365 4.3420 0.16
```

- net charge = +1

***

3.
Density functional theory data (ωB97M-V/def2-TZVPD) for a 7-piece molecular cluster, C19H42O17S2 overall at a distorted geometry.

The geometry in XYZ format:
```
80
Properties=species:S:1:pos:R:3:mulliken_charge:R:1
C -8.3882 22.9170 -40.0989 -0.56
S -7.5339 21.4149 -40.5930 0.44
O -7.2658 20.5870 -39.3744 -0.59
C -8.9228 20.5776 -41.3885 -0.75
H -9.1063 22.7441 -39.3085 -0.06
H -8.8348 23.3374 -41.0067 0.32
H -7.6192 23.6565 -39.8796 0.38
H -9.4818 21.2448 -42.0483 0.49
H -9.5527 20.1138 -40.6392 -0.22
H -8.4441 19.8694 -42.0701 0.55
C -11.6830 18.9676 -42.8055 -0.69
S -12.9143 17.7062 -43.1578 0.44
O -12.4436 16.5116 -42.3999 -0.61
C -14.2627 18.3780 -42.1871 -0.72
H -10.8795 18.8523 -43.5411 0.42
H -11.2030 18.8474 -41.8373 -0.04
H -12.0511 19.9865 -42.9510 0.43
H -13.9824 18.7743 -41.2144 0.05
H -14.9358 17.5340 -42.0239 0.35
H -14.7995 19.1242 -42.7774 0.37
C -9.8894 24.5056 -45.8761 -0.64
O -8.5736 24.0348 -46.0083 -0.35
C -8.0117 23.5791 -44.8957 0.81
O -8.4482 23.7065 -43.7814 -0.54
O -6.8831 22.9491 -45.2127 -0.35
C -6.2439 22.2689 -44.1380 -0.27
H -10.0332 25.3098 -45.1586 0.28
H -10.5696 23.6839 -45.6190 0.29
H -10.2580 24.8357 -46.8463 0.24
H -5.4830 21.6054 -44.5367 0.29
H -6.9578 21.6717 -43.5730 -0.03
H -5.7687 22.9962 -43.4792 0.27
C -4.1160 21.7365 -37.6897 -0.57
O -3.6705 21.0363 -36.5302 -0.33
C -3.9936 21.5321 -35.3654 0.84
O -4.7858 22.4197 -35.1626 -0.56
O -3.3049 20.8818 -34.4418 -0.35
C -3.4678 21.3476 -33.1240 -0.66
H -4.1900 22.8063 -37.4755 0.31
H -5.0979 21.4021 -38.0250 0.18
H -3.3484 21.5895 -38.4424 0.29
H -3.4063 22.4299 -33.0570 0.30
H -2.7225 20.9038 -32.4652 0.24
H -4.4126 20.9943 -32.6973 0.29
C -12.5384 22.7759 -39.1064 -0.83
O -11.6518 21.6544 -39.0351 0.00
C -12.1892 20.4560 -38.8947 0.50
O -13.3563 20.2143 -38.8104 -0.59
O -11.1903 19.5653 -38.8813 -0.08
C -11.5127 18.2135 -38.5307 -0.76
H -13.2852 22.6000 -39.8924 0.34
H -11.9485 23.6348 -39.3879 0.22
H -13.1278 22.8523 -38.1957 0.32
H -11.5193 18.1598 -37.4466 0.30
H -10.7167 17.5895 -38.9315 0.22
H -12.4074 17.7979 -38.9896 0.33
C -7.0840 23.6751 -36.9309 -0.69
O -8.2729 24.2979 -37.3917 -0.35
C -9.4291 24.0219 -36.7958 0.85
O -10.4870 24.3179 -37.2762 -0.58
O -9.2529 23.4254 -35.6241 -0.32
C -10.4551 23.0930 -34.9070 -0.70
H -6.5899 24.1585 -36.0940 0.40
H -6.3699 23.7515 -37.7572 0.25
H -7.2159 22.6037 -36.8015 0.36
H -10.8275 22.1461 -35.2873 0.24
H -11.1869 23.8890 -35.0183 0.32
H -10.1444 23.0349 -33.8692 0.25
C -8.6101 15.1137 -35.2131 -0.66
O -7.6594 15.8027 -35.9993 -0.33
C -8.1017 16.1984 -37.1875 0.83
O -9.2359 16.0908 -37.5702 -0.56
O -7.1095 16.7433 -37.8592 -0.38
C -7.3819 17.5096 -39.0422 -0.40
H -9.1105 14.3133 -35.7616 0.30
H -9.4124 15.7487 -34.8331 0.28
H -8.0763 14.6727 -34.3760 0.24
H -6.4099 17.7407 -39.4570 0.23
H -7.9872 18.3734 -38.7983 0.13
H -7.8967 16.8657 -39.7624 0.34
```

***

| no. | electronic energy (a.u.) |
| --- | --- |
| 1 | -1176.5475 |
| 2 | -4459.0608 |
| 3 | -2824.5586 |